No. 1
Here is a cluster of 2 separate species, C2H3N3O2 in total from the OMol25 dataset. Energies are from wB97M-V/def2-TZVPD.

Last column: natural (NBO) charge in e.
Cartesian coordinates (Å):
N1 0.086 1.781 -0.681  -0.816
C1 -0.136 0.496 -0.284  0.450
N2 -1.166 0.545 0.811  0.097
O1 -1.390 -0.522 1.298  -0.204
C2 0.188 -3.049 1.064  0.522
O2 0.998 -2.604 1.727  -0.525
N3 0.359 -0.608 -0.650  -0.675
H1 0.574 1.970 -1.541  0.399
H2 -0.559 2.483 -0.350  0.407
H3 1.046 -0.493 -1.394  0.346

Properties
Total charge = 0
HOMO energy = -9.58 eV
ΔE to the lowest compared entry with this formula, charge and spin = 81.5 kcal per mole
E_LUMO = -0.791 eV


No. 2
Here is the ion C4H8NS2 with charge +1 from the OMol25 dataset. Energies are from wB97M-V/def2-TZVPD.

Last column: natural (NBO) charge in e.
Cartesian coordinates (Å):
C1 -0.487 0.509 -0.137  0.144
C2 0.747 1.080 -0.339  -0.669
C3 3.195 0.085 -0.400  -0.456
C4 -2.075 -0.771 1.035  -0.405
N1 -0.765 -0.385 0.798  -0.545
S1 1.891 0.522 0.700  0.608
S2 4.666 -0.450 0.272  0.273
H1 -1.325 0.814 -0.835  0.241
H2 1.026 1.839 -1.111  0.272
H3 3.250 0.474 -1.474  0.281
H4 -2.269 -0.730 2.151  0.221
H5 -2.722 -0.126 0.497  0.215
H6 -2.206 -1.803 0.661  0.211
H7 -0.049 -0.771 1.457  0.415
H8 5.617 -0.298 -0.763  0.195

Properties
Total charge = +1
HOMO energy (spin up / spin down) = -12.19 / -12.19 eV
ΔE to the lowest compared entry with this formula, charge and spin = 43.2 kcal per mole
E_LUMO (spin up / spin down) = -5.606 / -5.605 eV


No. 3
Here is a cluster of 2 separate species, C6H10N2O2 in total from the OMol25 dataset. Energies are from wB97M-V/def2-TZVPD.

Last column: natural (NBO) charge in e.
Cartesian coordinates (Å):
C1 -1.136 -1.008 0.471  0.535
C2 1.252 0.123 0.283  0.517
C3 -0.501 -2.236 -0.177  -0.711
C4 1.716 -0.228 -1.077  -0.744
C5 -0.477 1.190 1.660  -0.694
C6 -0.204 0.151 0.662  -0.067
N1 -1.257 2.224 -0.843  -0.319
N2 -0.762 1.203 -1.224  0.009
O1 -2.317 -0.877 0.777  -0.531
O2 2.052 0.714 0.989  -0.534
H1 -0.278 -2.205 -1.282  0.244
H2 0.448 -2.286 0.208  0.216
H3 -1.150 -3.072 0.085  0.243
H4 2.626 -0.830 -1.172  0.245
H5 2.010 0.648 -1.663  0.253
H6 1.223 -0.844 -1.783  0.225
H7 -1.250 1.947 1.238  0.247
H8 -0.807 0.660 2.571  0.249
H9 0.482 1.922 1.728  0.261
H10 -1.670 2.803 -1.450  0.357

Properties
Total charge = 0
HOMO energy (spin up / spin down) = -8.59 / -8.92 eV
ΔE to the lowest compared entry with this formula, charge and spin = 120.3 kcal per mole
E_LUMO (spin up / spin down) = -0.397 / -0.784 eV


No. 4
Here is a structure of composition C14H17Ag2O13 from the OMol25 dataset. Energies are from wB97M-V/def2-TZVPD.

Last column: natural (NBO) charge in e.
Cartesian coordinates (Å):
Ag1 2.631 3.709 -3.079  0.967
Ag2 2.469 0.743 -4.964  0.924
C1 -0.907 1.061 -1.935  -0.732
C2 0.516 0.902 -2.529  0.802
O1 1.325 1.784 -2.186  -0.882
O2 0.812 0.038 -3.437  -0.814
H1 -1.085 2.136 -1.969  0.271
H2 -0.911 0.778 -0.882  0.202
H3 -1.642 0.460 -2.471  0.254
C3 -0.815 1.626 3.855  -0.059
C4 -1.598 2.223 2.882  0.361
C5 -1.179 2.794 1.617  0.418
O3 -1.916 3.325 0.810  -0.478
C6 0.239 2.623 1.370  -0.264
C7 1.092 2.051 2.297  0.385
C8 0.666 1.591 3.695  0.396
O4 1.469 1.385 4.649  -0.371
O5 2.357 1.813 2.024  -0.550
O6 -2.964 2.293 3.059  -0.468
H4 -1.175 1.214 4.786  0.294
H5 0.562 2.803 0.355  0.269
H6 2.738 1.318 2.752  0.532
H7 -3.301 2.773 2.298  0.532
C9 -0.899 -2.310 0.020  -0.273
C10 -0.787 -3.382 -0.807  0.374
C11 -0.385 -4.678 -0.350  0.362
O7 -0.571 -5.660 -1.037  -0.343
C12 0.079 -4.797 1.003  -0.037
C13 0.124 -3.704 1.875  0.396
C14 -0.441 -2.391 1.446  0.442
O8 -0.415 -1.461 2.215  -0.507
O9 0.644 -3.879 3.108  -0.483
O10 -1.001 -3.282 -2.139  -0.582
H8 -1.444 -1.452 -0.346  0.268
H9 0.441 -5.794 1.207  0.296
H10 1.008 -3.062 3.457  0.535
H11 -0.865 -4.084 -2.649  0.552
O11 3.229 0.182 -0.596  -0.927
H12 2.398 0.098 -1.063  0.466
H13 3.278 1.108 -0.359  0.464
O12 -1.884 4.553 -1.813  -0.918
H14 -0.980 4.727 -2.076  0.448
H15 -1.839 4.434 -0.864  0.475
O13 0.421 -2.575 -4.444  -0.934
H16 0.544 -1.864 -5.073  0.468
H17 -0.040 -2.169 -3.710  0.470

Properties
Total charge = +3
HOMO energy (spin up / spin down) = -18.05 / -18.05 eV
E_LUMO (spin up / spin down) = -11.229 / -13.191 eV
Multiplicity = 3


No. 5
Here is the molecule C7H5ClN2O5 from the OMol25 dataset. Energies are from wB97M-V/def2-TZVPD.

Last column: natural (NBO) charge in e.
Cartesian coordinates (Å):
O1 -1.554 -1.125 1.513  -0.484
C1 -1.404 -1.463 0.387  0.584
Cl1 -1.986 -3.016 -0.296  -0.067
C2 -0.666 -0.738 -0.672  -0.327
C3 0.610 -1.410 -1.015  -0.193
C4 1.671 -1.190 -0.249  -0.193
C5 1.738 -0.249 0.885  -0.202
C6 0.812 0.696 1.028  -0.218
C7 -0.285 0.883 0.064  0.129
N1 0.227 1.844 -1.038  0.530
O2 1.074 2.648 -0.764  -0.319
O3 -0.275 1.613 -2.111  -0.344
N2 -1.515 1.430 0.691  0.521
O4 -1.264 2.053 1.699  -0.343
O5 -2.578 1.291 0.175  -0.326
H1 -1.382 -0.669 -1.468  0.283
H2 0.637 -1.945 -1.881  0.229
H3 2.614 -1.888 -0.432  0.233
H4 2.600 -0.092 1.565  0.243
H5 0.925 1.330 1.920  0.262

Properties
Total charge = 0
HOMO energy = -9.77 eV
ΔE to the lowest compared entry with this formula, charge and spin = 0.0 kcal per mole
E_LUMO = -0.891 eV
SMILES string = O=C(Cl)[C@@H]1C=CC=CC1([N+](=O)[O-])[N+](=O)[O-]


No. 6
Here is a cluster of 6 separate species, C57H36F24O9 in total from the OMol25 dataset. Energies are from wB97M-V/def2-TZVPD.

Last column: Löwdin charge in e.
Cartesian coordinates (Å):
F1 0.422 -0.972 3.049  0.114
C1 0.318 -0.433 1.823  -0.288
F2 -0.870 0.220 1.739  0.078
C2 1.460 0.500 1.414  -0.426
F3 2.541 -0.203 1.001  0.134
F4 1.866 1.237 2.478  0.115
C3 1.025 1.410 0.279  -0.022
O1 0.892 0.633 -0.914  0.054
C4 1.269 1.240 -2.047  -0.558
F5 0.827 2.521 -2.053  0.151
F6 2.603 1.297 -2.209  0.163
C5 0.681 0.362 -3.170  -0.298
F7 -0.648 0.211 -3.071  0.111
F8 1.013 0.728 -4.421  0.107
H1 0.302 -1.239 1.080  0.152
H2 1.804 2.157 0.120  0.161
H3 0.077 1.868 0.538  0.114
H4 1.173 -0.603 -2.985  0.153
F9 2.177 3.971 -10.381  0.134
C6 2.816 2.983 -9.769  -0.292
F10 4.130 3.390 -9.604  0.057
C7 2.255 2.700 -8.372  -0.455
F11 1.030 2.141 -8.637  0.097
F12 2.046 3.804 -7.649  0.156
C8 3.035 1.695 -7.549  -0.060
O2 4.282 2.275 -7.182  0.053
C9 4.813 1.828 -6.010  -0.560
F13 5.855 2.642 -5.767  0.161
F14 3.934 2.002 -5.001  0.154
C10 5.343 0.407 -6.061  -0.285
F15 5.745 0.035 -4.836  0.113
F16 4.420 -0.473 -6.530  0.083
H5 2.947 2.055 -10.327  0.173
H6 3.167 0.747 -8.072  0.144
H7 2.414 1.438 -6.687  0.141
H8 6.185 0.270 -6.739  0.177
F17 1.058 -2.555 8.652  0.104
C11 1.041 -1.564 7.738  -0.309
F18 0.496 -2.046 6.598  0.103
C12 0.256 -0.358 8.250  -0.440
F19 0.996 0.051 9.350  0.085
F20 -0.970 -0.632 8.706  0.151
C13 0.240 0.833 7.312  -0.022
O3 1.522 0.861 6.668  0.018
C14 1.679 1.836 5.740  -0.546
F21 0.742 1.743 4.777  0.142
F22 1.502 3.049 6.339  0.128
C15 3.127 1.785 5.265  -0.306
F23 3.491 0.622 4.702  0.117
F24 3.451 2.826 4.475  0.107
H9 2.068 -1.238 7.576  0.168
H10 0.034 1.705 7.923  0.154
H11 -0.437 0.588 6.491  0.153
H12 3.713 1.890 6.187  0.176
O4 -2.517 2.598 0.536  0.096
C16 -1.877 3.516 0.059  -0.292
C17 -0.968 4.341 0.889  -0.099
C18 -0.794 3.983 2.226  0.000
C19 0.114 4.727 2.949  -0.055
C20 0.580 5.972 2.510  -0.043
C21 0.328 6.341 1.197  0.001
C22 -0.410 5.507 0.373  -0.071
C23 -0.691 5.908 -1.048  -0.276
O5 -0.328 6.985 -1.458  0.119
C24 -1.265 4.869 -1.943  -0.098
C25 -1.089 5.012 -3.310  0.002
C26 -1.528 3.999 -4.145  -0.048
C27 -2.241 2.919 -3.637  -0.060
C28 -2.415 2.793 -2.274  -0.010
C29 -1.921 3.761 -1.408  -0.089
H13 -1.206 3.071 2.633  0.110
H14 0.305 4.550 4.005  0.102
H15 1.175 6.562 3.191  0.109
H16 0.739 7.306 0.925  0.124
H17 -0.527 5.860 -3.676  0.124
H18 -1.291 4.113 -5.196  0.111
H19 -2.686 2.221 -4.333  0.113
H20 -2.935 1.923 -1.896  0.124
O6 1.248 -2.970 -4.031  0.110
C30 1.649 -3.600 -3.089  -0.290
C31 0.883 -3.709 -1.812  -0.071
C32 -0.315 -2.997 -1.737  0.002
C33 -1.047 -3.003 -0.565  -0.056
C34 -0.607 -3.709 0.549  -0.062
C35 0.628 -4.335 0.509  0.007
C36 1.363 -4.356 -0.671  -0.084
C37 2.664 -5.055 -0.743  -0.274
O7 3.118 -5.674 0.196  0.110
C38 3.375 -5.136 -2.064  -0.079
C39 4.522 -5.902 -2.182  -0.004
C40 5.120 -6.072 -3.421  -0.055
C41 4.631 -5.367 -4.510  -0.061
C42 3.539 -4.525 -4.378  -0.003
C43 2.910 -4.394 -3.148  -0.082
H21 -0.564 -2.324 -2.546  0.108
H22 -1.958 -2.421 -0.493  0.107
H23 -1.184 -3.694 1.464  0.101
H24 0.998 -4.865 1.377  0.124
H25 4.897 -6.512 -1.372  0.121
H26 6.000 -6.697 -3.487  0.108
H27 5.040 -5.515 -5.503  0.107
H28 3.187 -4.023 -5.268  0.119
O8 -3.503 -2.653 1.651  0.096
C44 -4.456 -2.478 2.373  -0.272
C45 -5.325 -3.628 2.757  -0.073
C46 -4.979 -4.912 2.325  -0.006
C47 -5.863 -5.963 2.403  -0.053
C48 -7.054 -5.775 3.114  -0.056
C49 -7.316 -4.564 3.751  -0.004
C50 -6.447 -3.499 3.574  -0.084
C51 -6.771 -2.174 4.173  -0.279
O9 -7.765 -2.009 4.842  0.113
C52 -5.837 -1.035 3.915  -0.080
C53 -6.086 0.191 4.496  -0.006
C54 -5.219 1.252 4.284  -0.050
C55 -4.121 1.105 3.437  -0.043
C56 -3.964 -0.089 2.751  0.002
C57 -4.740 -1.193 3.048  -0.076
H29 -4.025 -4.982 1.814  0.116
H30 -5.689 -6.870 1.839  0.108
H31 -7.682 -6.618 3.377  0.106
H32 -8.201 -4.634 4.367  0.121
H33 -7.009 0.317 5.047  0.122
H34 -5.237 2.141 4.903  0.108
H35 -3.504 1.986 3.325  0.098
H36 -3.221 -0.134 1.964  0.105

Properties
Total charge = 0
HOMO energy = -9.74 eV
E_LUMO = -1.071 eV
SMILES string = FC(F)C(F)(F)COC(F)(F)C(F)F.FC(F)C(F)(F)COC(F)(F)C(F)F.FC(F)C(F)(F)COC(F)(F)C(F)F.O=C1c2ccccc2C(=O)c2ccccc21.O=C1c2ccccc2C(=O)c2ccccc21.O=C1c2ccccc2C(=O)c2ccccc21


No. 7
Here is a structure of composition C12H14BN9Ti from the OMol25 dataset. Energies are from wB97M-V/def2-TZVPD.

Last column: natural (NBO) charge in e.
Cartesian coordinates (Å):
H1 -0.729 -2.176 2.340  0.253
N1 -0.916 -0.776 0.846  -0.362
B1 -1.779 1.052 -0.852  0.547
N2 -1.958 0.059 0.376  -0.287
C1 -2.975 -0.067 1.219  0.049
Ti1 1.077 -0.655 -0.356  1.133
H2 -3.861 0.563 1.072  0.241
C2 -2.674 -1.028 2.164  -0.334
H3 -3.292 -1.413 2.971  0.249
C3 -1.395 -1.437 1.951  0.024
H4 -2.773 1.692 -1.053  -0.015
C4 2.833 -0.134 -1.071  -1.122
H5 3.327 -0.984 -0.534  0.227
H6 3.202 0.827 -0.706  0.218
H7 2.978 -0.259 -2.156  0.225
N3 -1.247 0.255 -2.045  -0.325
N4 -0.630 1.919 -0.296  -0.319
N5 -0.112 -0.575 -1.856  -0.390
N6 0.566 1.318 0.073  -0.355
C5 -1.851 -0.041 -3.224  0.044
C6 -0.509 3.245 -0.180  0.012
H8 -2.744 0.445 -3.564  0.234
H9 -1.353 3.874 -0.446  0.224
C7 -1.141 -1.060 -3.846  -0.343
C8 0.794 3.545 0.181  -0.348
C9 -0.088 -1.386 -2.985  0.037
C10 1.434 2.329 0.318  0.004
H10 -1.329 -1.542 -4.785  0.243
H11 1.242 4.528 0.284  0.239
H12 0.651 -2.169 -2.997  0.228
H13 2.464 2.077 0.452  0.229
H14 -0.443 -1.659 0.387  0.328
N7 1.951 -1.456 1.551  -0.723
C11 2.328 -1.566 2.677  0.642
N8 2.694 -1.496 3.905  -0.678
C12 2.996 -2.495 4.712  0.435
N9 3.264 -3.357 5.473  -0.462

Properties
Total charge = 0
HOMO energy (spin up / spin down) = -6.39 / -8.20 eV
ΔE to the lowest compared entry with this formula, charge and spin = 82.1 kcal per mole
E_LUMO (spin up / spin down) = -0.225 / -0.555 eV
Multiplicity = 3


No. 8
Here is the molecule C4H7N3O from the OMol25 dataset. Energies are from wB97M-V/def2-TZVPD.

Last column: natural (NBO) charge in e.
Cartesian coordinates (Å):
N1 -2.123 0.954 -0.328  -0.882
C1 -0.740 0.551 -0.347  -0.040
C2 0.380 1.421 -0.301  -0.080
N2 1.422 0.679 0.009  -0.488
C3 1.055 -0.617 0.268  0.170
N3 2.062 -1.585 0.466  -0.845
C4 -0.386 -0.627 0.114  0.200
O1 -1.293 -1.605 0.209  -0.681
H1 -2.461 1.267 -1.232  0.372
H2 -2.510 1.558 0.412  0.384
H3 0.374 2.596 -0.109  0.208
H4 2.449 0.905 -0.106  0.427
H5 2.161 -1.911 1.488  0.376
H6 1.757 -2.353 -0.141  0.378
H7 -2.146 -1.233 -0.402  0.501

Properties
Total charge = 0
HOMO energy = -7.29 eV
ΔE to the lowest compared entry with this formula, charge and spin = 57.5 kcal per mole
E_LUMO = 0.886 eV
SMILES string = Nc1c[nH]c(N)c1O


| no. | strongest force on any atom (eV Å⁻¹) |
| --- | --- |
| 1 | 1.41 |
| 2 | 4.16 |
| 3 | 6.63 |
| 4 | 5.81 |
| 5 | 4.16 |
| 6 | 2.54 |
| 7 | 6.31 |
| 8 | 6.73 |